[1]
{"formula": "C10H11O2", "method": "ωB97M-V/def2-TZVPD", "relative_energy_kj_mol": 319.22, "total_charge": -1, "gap_ev": 6.31, "smiles": "CC(=C=O)[C@@]1([O-])[C@@H]2C[C@H]3CC[C@]321", "homo_ev": -2.60, "elements": ["C", "C", "C", "O", "C", "O", "C", "C", "C", "C", "C", "C", "H", "H", "H", "H", "H", "H", "H", "H", "H", "H", "H"], "xyz": [[2.42, 1.68, -0.18], [2.91, 0.24, -0.04], [4.20, 0.07, 0.00], [5.35, -0.08, 0.10], [1.71, -0.79, -0.32], [1.94, -1.83, -1.00], [0.72, -0.83, 0.93], [-0.17, -2.01, 0.75], [-0.85, -1.50, -0.49], [-1.96, -0.40, -0.38], [-0.99, 0.72, -0.53], [0.16, -0.27, -0.46], [1.97, 2.11, 0.79], [1.57, 1.47, -0.92], [3.25, 2.43, -0.35], [1.02, -0.23, 1.86], [0.43, -2.92, 0.52], [-0.80, -2.07, 1.66], [-0.94, -2.14, -1.32], [-2.49, -0.39, 0.53], [-2.73, -0.52, -1.06], [-1.01, 1.23, -1.54], [-0.97, 1.66, 0.06]]}


[2]
{"formula": "C4H6O4", "method": "ωB97M-V/def2-TZVPD", "relative_energy_kj_mol": 362.06, "gap_ev": 11.09, "smiles": "C1O[C@H]2OCO[C@@H]2O1", "homo_ev": -10.10, "elements": ["C", "O", "C", "O", "C", "O", "C", "O", "H", "H", "H", "H", "H", "H"], "xyz": [[2.10, 0.02, -0.02], [1.23, -1.16, -0.15], [-0.02, -0.69, 0.30], [-1.25, -1.17, -0.15], [-2.09, 0.01, 0.01], [-1.26, 1.21, 0.10], [-0.01, 0.70, -0.32], [1.25, 1.15, 0.13], [2.77, 0.14, -0.85], [2.65, -0.12, 0.92], [-0.01, -0.69, 1.39], [-2.62, -0.12, 0.94], [-2.76, 0.04, -0.84], [0.00, 0.66, -1.44]]}


[3]
{"formula": "C17H14BrClO2Pd", "method": "ωB97M-V/def2-TZVPD", "s2": 2.02, "total_charge": -2, "multiplicity": 3, "gap_ev": [4.27, 4.00], "homo_ev": [0.42, 0.51], "elements": ["C", "C", "C", "H", "C", "C", "H", "H", "H", "H", "Pd", "Cl", "C", "C", "C", "H", "C", "C", "H", "H", "H", "H", "Br", "C", "C", "C", "C", "C", "C", "C", "O", "O", "H", "H", "H", "H"], "xyz": [[0.23, -0.83, -3.79], [-0.43, 0.47, -3.78], [-1.68, 0.30, -3.14], [-0.05, 1.38, -4.28], [-1.71, -0.95, -2.50], [-0.50, -1.68, -2.82], [-0.26, -2.72, -2.63], [1.05, -1.17, -4.41], [-2.53, 0.97, -3.26], [-2.55, -1.38, -1.95], [0.96, -0.41, -2.00], [1.62, 1.84, -1.45], [-1.21, 2.96, 0.65], [-2.38, 2.14, 0.59], [-2.99, 2.36, -0.68], [-2.73, 1.47, 1.36], [-2.25, 3.37, -1.36], [-1.15, 3.74, -0.54], [-0.38, 4.44, -0.81], [-0.48, 2.97, 1.46], [-3.94, 1.93, -1.00], [-2.55, 3.85, -2.30], [-0.60, -0.08, 3.38], [0.91, -1.20, 3.29], [1.50, -1.68, 4.47], [2.68, -2.44, 4.42], [3.29, -2.71, 3.19], [2.69, -2.25, 2.01], [1.48, -1.53, 2.03], [0.90, -1.12, 0.68], [1.66, -1.53, -0.30], [-0.17, -0.49, 0.53], [1.05, -1.45, 5.44], [3.13, -2.82, 5.34], [4.22, -3.28, 3.12], [3.17, -2.46, 1.05]]}


Max |F| list, top to bottom, in hartree/bohr: 0.07131 0.03773 0.05230